Formula: C24H26FN5O4S
Source: the OMol25 dataset
Level of theory: wB97M-V/def2-TZVPD

Summary:
Net charge: 0
LUMO level: -0.002 eV
Orbital gap: 8.27 eV
Energy: -2003.0286 a.u.
HOMO level: -8.3 eV

```
61
Properties=species:S:1:pos:R:3:forces:R:3
C 0.273376 1.645404 -6.004892 -0.2 0.0 0.3
C 0.356842 0.886926 -4.729814 0.7 -0.4 -0.4
C 1.164827 -0.136783 -4.333694 -0.3 0.4 -0.2
C 0.785132 -0.458203 -3.007585 -0.7 0.3 0.2
C -0.226433 0.396038 -2.683447 0.4 -0.8 0.2
O -0.492159 1.212703 -3.731386 -0.3 0.4 -0.1
C -1.080505 0.513099 -1.463204 -0.3 -0.2 -0.2
N -0.650926 1.561745 -0.547210 0.1 0.2 -0.1
C -1.168174 1.687740 0.708294 0.2 0.2 -0.1
O -0.616531 2.410830 1.537658 0.1 0.0 0.2
C -2.371696 0.958628 1.083767 -0.8 -0.2 0.2
C -2.724809 0.743194 2.421653 0.1 -0.1 -0.6
N -1.960532 0.993579 3.498834 0.2 0.2 0.4
H -1.214259 1.662603 3.377463 -0.1 0.0 0.0
H -2.420975 0.884613 4.394002 0.1 0.0 -0.1
C -4.011566 0.126911 2.487448 0.4 0.3 -0.6
N -4.598747 -0.067752 1.324320 -0.3 -0.1 0.2
S -3.686640 0.409010 0.088856 0.2 0.3 0.5
C -4.683551 -0.215756 3.755814 -0.5 -0.2 0.1
O -4.185253 0.016937 4.846498 0.2 0.1 0.1
N -5.888912 -0.793783 3.596802 -0.2 -0.1 0.0
H -6.241526 -0.949892 2.668183 0.0 0.0 0.0
H -6.428914 -1.056339 4.403327 0.1 0.0 0.0
C 0.435585 2.455882 -0.921998 0.1 0.4 0.1
C 1.796039 1.820291 -0.791108 0.1 0.1 0.0
C 2.200289 1.317441 0.442861 0.1 0.2 -0.1
C 3.426091 0.692429 0.586738 0.2 -0.1 -0.1
C 4.247579 0.583984 -0.520490 -0.1 0.0 0.0
C 3.886200 1.102067 -1.750463 0.2 -0.1 0.1
C 2.655914 1.721579 -1.876749 0.0 0.1 0.3
H 2.367328 2.133711 -2.831804 -0.1 0.0 -0.1
H 4.559897 1.016258 -2.587848 0.1 0.0 -0.1
F 5.439202 -0.035923 -0.393143 -0.1 0.0 0.0
H 3.752437 0.301331 1.537561 0.1 -0.1 0.1
H 1.559877 1.454388 1.302452 -0.1 0.0 0.1
H 0.372187 3.308111 -0.237337 0.0 -0.1 -0.2
H 0.268348 2.805689 -1.942634 0.0 0.0 0.1
H -2.103983 0.717309 -1.810359 0.2 -0.2 0.0
C -1.066249 -0.880804 -0.793034 0.1 0.2 -0.1
O -1.886612 -1.726658 -1.074809 -0.2 -0.2 -0.2
N -0.052894 -1.054819 0.065538 0.3 0.1 0.2
H 0.590199 -0.294831 0.240983 -0.1 0.0 -0.1
C 0.166146 -2.277865 0.808566 -0.3 -0.2 0.0
H -0.538308 -3.002782 0.394701 0.1 0.1 0.1
C -0.063982 -2.061361 2.314486 0.0 0.1 0.0
C 1.327186 -1.789133 2.877387 -0.1 -0.2 0.1
C 2.203120 -2.766848 2.098558 0.1 0.1 0.0
H 3.258597 -2.500879 2.122277 0.1 -0.1 0.0
H 2.095216 -3.766388 2.521143 0.0 0.0 0.1
C 1.634094 -2.734665 0.675561 0.1 -0.1 0.0
H 1.708500 -3.705667 0.189807 0.0 0.0 -0.1
H 2.182337 -2.014466 0.065387 0.0 0.0 -0.1
H 1.378513 -1.947121 3.953003 0.0 0.1 0.1
H 1.623483 -0.760916 2.666794 0.1 0.1 0.0
H -0.764790 -1.249980 2.502163 -0.1 0.0 0.0
H -0.469701 -2.972314 2.754207 0.0 -0.1 0.1
H 1.206254 -1.223397 -2.389289 0.0 -0.1 0.2
H 1.932360 -0.609144 -4.911013 0.2 -0.1 -0.2
H 1.043661 1.299824 -6.687202 0.0 0.0 0.0
H -0.702542 1.502293 -6.467001 0.0 0.0 -0.1
H 0.404350 2.711923 -5.825577 0.0 0.1 -0.1
```
Positions in Å, forces in eV/Å.

These are the natural (NBO) partial charges, in e, on atoms 1 to 4: number 1, C, carries -0.653; number 2, C, carries 0.296; number 3, C, carries -0.317; number 4, C, carries -0.266

---

Formula: C33H27CoN4O3S2
Source: the OMol25 dataset
Level of theory: wB97M-V/def2-TZVPD

Summary:
Net charge: +2
LUMO level (spin up / spin down): -6.233 / -8.110 eV
Orbital gap (spin up / spin down): 7.01 / 5.67 eV
Energy: -3897.1043 a.u.
Expectation value of S²: 6.097
Multiplicity: 5
HOMO level (spin up / spin down): -13.2 / -13.8 eV

```
70
Properties=species:S:1:pos:R:3:forces:R:3
Co -0.151625 0.377909 -0.313509 0.2 0.5 -0.4
C 0.144690 0.889242 -3.566607 0.0 0.0 0.1
O -0.396188 0.077954 -2.509523 0.0 -0.1 0.0
C -0.852152 -1.162230 -2.817590 0.0 -0.1 0.0
C -1.010573 -1.623123 -4.112473 0.0 -0.1 -0.1
C -1.535687 -2.889961 -4.323897 0.0 0.0 0.0
C -1.907964 -3.711093 -3.255573 0.0 0.0 0.0
C -1.739102 -3.267321 -1.968335 0.0 0.0 0.0
C -1.201380 -1.990259 -1.725323 0.1 0.0 0.0
N -0.951782 -1.486225 -0.462209 -0.4 -0.2 0.1
N -1.430997 -2.197645 0.498815 0.3 0.0 0.1
C -1.275358 -1.878483 1.797800 -0.1 0.2 0.0
C -0.623211 -0.649916 2.349668 -0.1 -0.3 -0.1
O -0.048462 0.183353 1.624646 0.0 0.2 0.2
C -0.657649 -0.425535 3.767186 0.0 -0.1 0.0
C -1.230391 -1.317951 4.589055 0.0 -0.1 0.1
C -1.835332 -2.540995 4.109687 0.0 0.0 0.0
C -2.399930 -3.438818 5.001565 0.0 0.0 0.1
C -2.970052 -4.621468 4.549419 0.0 0.0 0.0
C -2.968334 -4.919584 3.190796 0.0 0.0 0.0
C -2.410675 -4.036868 2.286649 0.0 0.0 0.0
C -1.844828 -2.826245 2.725225 0.0 0.1 0.0
H -0.614446 1.082622 -4.320855 0.0 0.0 0.0
H 1.011472 0.400220 -4.008473 0.0 0.0 0.0
H 0.431964 1.826920 -3.100711 0.0 0.0 0.0
H -0.730321 -1.016769 -4.960141 0.0 0.0 0.0
H -1.651437 -3.243645 -5.339958 0.0 0.0 0.0
H -2.312135 -4.696241 -3.442309 0.0 0.0 0.0
H -1.988830 -3.892174 -1.124880 0.0 0.0 0.0
H -0.191116 0.476609 4.137341 0.0 0.0 -0.1
H -1.235507 -1.129923 5.656973 0.0 -0.1 0.0
H -2.385404 -3.209398 6.060417 0.0 0.0 0.0
H -3.409960 -5.313845 5.254472 0.0 0.0 0.0
H -3.401015 -5.847340 2.841703 0.0 0.0 0.0
H -2.393056 -4.273673 1.234154 0.0 0.0 0.0
O 1.826022 0.300936 -0.643608 -0.1 0.0 0.1
S 2.876287 1.168916 -1.334715 0.0 0.1 -0.1
C 4.396117 0.750150 -0.535943 0.0 0.0 -0.1
C 4.419462 0.368330 0.796015 0.0 0.0 0.1
C 5.642915 0.075659 1.373744 0.0 0.0 0.0
C 6.811452 0.172453 0.624696 0.0 0.0 0.0
C 6.766807 0.553196 -0.708753 0.0 0.0 0.0
C 5.546339 0.837761 -1.305177 0.0 0.0 0.0
C 2.602684 2.816224 -0.716649 -0.1 -0.1 0.0
C 2.080195 3.006871 0.554970 0.0 0.1 0.1
C 1.867245 4.303851 0.995952 0.0 0.0 0.0
C 2.181131 5.381949 0.175549 0.0 0.0 0.0
C 2.706352 5.172705 -1.092198 0.0 0.0 0.0
C 2.913962 3.879014 -1.551091 0.0 0.0 0.0
H 3.500398 0.288578 1.362676 0.0 0.0 0.0
H 5.687603 -0.226934 2.411484 0.0 0.0 0.0
H 7.762950 -0.061349 1.082840 0.0 0.0 0.0
H 7.677683 0.618491 -1.287737 0.0 0.0 0.0
H 5.495178 1.118287 -2.350807 0.0 0.0 0.0
H 1.852292 2.160850 1.193386 0.0 0.0 0.0
H 1.463755 4.475748 1.985498 0.0 0.0 0.0
H 2.015759 6.391796 0.526868 0.0 0.0 0.0
H 2.951515 6.014153 -1.726257 0.0 0.0 0.0
H 3.316694 3.704223 -2.542141 0.0 0.0 0.0
S -1.215021 2.576784 -0.607078 0.2 -0.1 0.0
C -2.794326 1.985004 -0.615467 -0.1 -0.2 -0.1
N -3.832081 2.849664 -0.814060 0.0 0.1 0.0
C -5.121450 2.456166 -0.864805 0.0 0.1 0.0
C -5.420114 1.139742 -0.712921 0.0 -0.1 0.0
C -4.334432 0.279974 -0.495145 0.1 0.0 0.0
N -3.077881 0.675922 -0.447582 0.0 0.1 0.1
H -3.598335 3.828966 -0.924325 0.0 0.0 0.0
H -5.862438 3.226748 -1.026728 0.0 0.0 0.0
H -6.437293 0.783593 -0.754668 0.0 0.0 0.0
H -4.500681 -0.782532 -0.349047 0.0 0.0 0.0
```
Positions in Å, forces in eV/Å.

These are the natural (NBO) partial charges, in e, on atoms 1 to 4: number 1, Co, carries 1.482; number 2, C, carries -0.258; number 3, O, carries -0.539; number 4, C, carries 0.329